Entry a
A cluster of 3 separate species, C2H11N3O2 in total, computed with ωB97M-V/def2-TZVPD.

Geometry as ORCA input:
```
! wB97M-V def2-TZVPD RIJCOSX def2/J DEFGRID3
* xyz 0 1
C -1.57 0.85 0.41
N -0.40 1.10 1.34
C 0.59 0.06 1.31
N 1.55 0.16 2.23
N 0.48 -0.95 0.45
H -1.95 -0.05 0.88
H -1.25 0.73 -0.71
H -2.31 1.77 0.47
H -0.07 2.05 1.39
H 1.78 1.06 2.65
H 2.32 -0.56 2.25
H 1.52 -1.21 0.27
H -4.17 2.56 -4.54
H -4.65 2.11 -3.26
O -3.88 1.87 -3.84
H 3.68 -2.65 -1.47
H 3.39 -2.57 -0.05
O 3.39 -3.24 -0.70
*
```

## Properties
- HOMO energy: -8.44 eV
- HOMO-LUMO gap: 0.329 hartree
- LUMO level: 0.5 eV
- Molecular weight: 109.1 g/mol
- SMILES: [H]/N=C(\N)NC.O.O

Mulliken atomic charge list, values in e, 8 entries:
1 C -0.705
2 N -0.370
3 C 0.603
4 N -0.384
5 N -0.665
6 H 0.273
7 H 0.261
8 H 0.264



Entry b
A cluster of 3 separate species, C2H11N3O2 in total, computed with ωB97M-V/def2-TZVPD.

Geometry as ORCA input:
```
! wB97M-V def2-TZVPD RIJCOSX def2/J DEFGRID3
* xyz 0 1
C 0.67 1.59 0.14
N -0.24 0.47 0.31
C 0.17 -0.83 0.44
N -0.88 -1.77 0.77
N 1.42 -1.13 0.36
H 0.06 2.53 0.26
H 1.57 1.52 0.89
H 1.02 1.45 -0.94
H -1.27 0.55 0.41
H -1.61 -1.27 1.36
H -0.65 -2.61 1.36
H 1.73 -2.08 0.40
H -3.17 2.29 0.38
H -4.13 1.98 -0.69
O -3.31 1.68 -0.35
H 2.41 -1.23 -1.22
H 3.34 -1.96 -1.85
O 2.87 -1.17 -2.03
*
```

## Properties
- HOMO energy: -8.83 eV
- HOMO-LUMO gap: 0.339 hartree
- LUMO level: 0.4 eV
- Molecular weight: 109.1 g/mol
- SMILES: [H]/N=C(\N)NC.O.O

Mulliken atomic charge list, values in e, 8 entries:
1 C -0.736
2 N -0.101
3 C 0.542
4 N -0.560
5 N -0.812
6 H 0.286
7 H 0.253
8 H 0.244



Which one sits at the top of the stability order? entry b does.



Entry a
The molecule C21H27N3O2, computed with ωB97M-V/def2-TZVPD.

Geometry as ORCA input:
```
! wB97M-V def2-TZVPD RIJCOSX def2/J DEFGRID3
* xyz 0 1
C 3.46 -1.87 4.32
C 2.38 -2.94 4.14
C 1.39 -2.61 3.03
H 0.74 -3.48 2.86
H 1.93 -2.42 2.10
C 0.50 -1.40 3.35
N -0.46 -1.16 2.31
C -1.69 -1.79 2.19
C -2.35 -2.68 3.01
C -3.60 -3.13 2.59
C -4.16 -2.70 1.40
C -3.50 -1.81 0.57
C -2.26 -1.36 0.98
N -1.36 -0.48 0.40
C -0.24 -0.39 1.19
N 0.76 0.32 0.83
H 1.53 0.33 1.50
C -1.50 0.25 -0.83
H -2.56 0.41 -1.03
H -1.01 1.22 -0.69
C -0.84 -0.47 -2.01
O 0.49 -0.81 -1.73
H 0.82 -0.23 -1.02
C -0.97 0.40 -3.29
O -0.85 1.79 -3.07
C 0.38 2.37 -2.95
C 1.60 1.71 -3.03
C 2.78 2.43 -2.91
C 2.77 3.80 -2.69
C 1.54 4.45 -2.60
C 0.37 3.75 -2.73
H -0.59 4.24 -2.66
H 1.51 5.51 -2.43
C 4.05 4.57 -2.53
H 4.04 5.46 -3.16
H 4.91 3.96 -2.80
H 4.17 4.90 -1.50
H 3.72 1.91 -2.97
H 1.66 0.65 -3.18
H -1.99 0.28 -3.69
H -0.26 0.04 -4.03
H -1.36 -1.42 -2.21
H -3.94 -1.48 -0.36
H -5.13 -3.07 1.11
H -4.13 -3.83 3.21
H -1.92 -3.03 3.93
H -0.03 -1.57 4.29
H 1.12 -0.50 3.46
H 1.84 -3.07 5.08
H 2.86 -3.89 3.90
H 3.97 -1.69 3.37
H 4.19 -2.20 5.04
H 3.03 -0.94 4.67
*
```

## Properties
- HOMO energy: -7.63 eV
- HOMO-LUMO gap: 0.310 hartree
- LUMO level: 0.8 eV
- Molecular weight: 353.5 g/mol
- SMILES: [H]/N=c1\n(CCCC)c2ccccc2n1C[C@H](O)COc1ccc(C)cc1

Mulliken atomic charge list, values in e, 8 entries:
1 C -1.162
2 C -0.498
3 C -0.060
4 H 0.327
5 H 0.282
6 C -1.534
7 N 0.281
8 C 0.694



Entry b
The molecule C21H27N3O2, computed with ωB97M-V/def2-TZVPD.

Geometry as ORCA input:
```
! wB97M-V def2-TZVPD RIJCOSX def2/J DEFGRID3
* xyz 0 1
C 3.48 -0.56 -0.63
C 2.05 -0.69 -0.11
C 1.97 -1.35 1.27
C 2.09 -2.88 1.19
N 0.89 -3.46 0.59
C -0.18 -3.66 1.55
H -0.05 -2.95 2.38
C -1.53 -3.36 0.89
N -1.51 -2.04 0.31
C -2.13 -0.99 0.91
O -2.92 -1.11 1.83
C -1.80 0.32 0.30
C -1.14 0.64 -0.85
C -1.11 2.06 -0.91
C -1.78 2.48 0.24
C -1.95 3.86 0.52
C -2.61 4.38 1.65
C -2.71 5.74 1.80
C -2.16 6.60 0.85
C -1.51 6.12 -0.25
C -1.39 4.73 -0.45
N -0.73 4.30 -1.56
C -0.59 3.03 -1.80
C 0.15 2.62 -3.03
H -0.50 2.02 -3.67
H 0.48 3.50 -3.57
H 1.01 2.01 -2.77
H -1.09 6.77 -0.99
H -2.26 7.67 1.00
H -3.22 6.14 2.66
H -3.03 3.69 2.37
O -2.19 1.43 0.97
H -0.74 -0.04 -1.58
H -0.71 -1.87 -0.28
H -2.34 -3.39 1.63
H -1.74 -4.09 0.10
H -0.19 -4.67 1.98
C 1.16 -4.64 -0.21
C 1.61 -4.26 -1.62
H 2.53 -3.68 -1.60
H 1.78 -5.16 -2.21
H 0.84 -3.67 -2.11
H 0.24 -5.22 -0.29
H 1.92 -5.29 0.26
H 2.95 -3.14 0.56
H 2.28 -3.29 2.19
H 1.03 -1.09 1.74
H 2.78 -0.97 1.90
H 1.60 0.30 -0.06
H 1.46 -1.29 -0.81
H 3.96 -1.53 -0.70
H 4.07 0.06 0.04
H 3.48 -0.10 -1.62
*
```

## Properties
- HOMO energy: -8.40 eV
- HOMO-LUMO gap: 0.322 hartree
- LUMO level: 0.4 eV
- Molecular weight: 353.5 g/mol
- SMILES: CCCCN(CC)CCNC(=O)c1cc2c(C)nc3ccccc3c2o1

Mulliken atomic charge list, values in e, 8 entries:
1 C -1.626
2 C 0.443
3 C -0.563
4 C -1.261
5 N 0.941
6 C -1.078
7 H 0.452
8 C -1.000



Which one sits at the top of the stability order? entry b does.



Entry a
A structure of composition C8H16O, computed with ωB97M-V/def2-TZVPD.

Geometry as ORCA input:
```
! wB97M-V def2-TZVPD RIJCOSX def2/J DEFGRID3
* xyz 0 1
C -0.46 -0.12 0.40
C -1.43 -1.80 0.79
C 0.91 1.00 -1.59
C -1.59 0.85 0.13
C 0.34 0.21 1.64
C 1.48 2.20 -0.87
C 0.28 -0.61 -0.69
C 0.84 -1.70 -1.15
O -0.75 -2.99 1.07
H -0.15 -2.83 1.81
H -2.09 -1.97 -0.06
H -2.01 -1.47 1.67
H 1.68 0.54 -2.21
H 0.04 1.24 -2.20
H 0.68 1.25 1.62
H -2.30 0.82 0.96
H -2.12 0.60 -0.79
H -1.24 1.88 0.08
H 1.20 -0.45 1.75
H -0.29 0.13 2.53
H 0.61 -2.68 -0.77
H 1.45 -1.68 -2.05
H 1.88 2.94 -1.58
H 2.30 1.92 -0.21
H 0.72 2.72 -0.29
*
```

## Properties
- HOMO energy: -7.80 eV
- HOMO-LUMO gap: 0.316 hartree
- LUMO level: 0.8 eV
- Molecular weight: 128.2 g/mol

Mulliken atomic charge list, values in e, 8 entries:
1 C 1.977
2 C -0.844
3 C -0.658
4 C -1.822
5 C -1.546
6 C -1.048
7 C -0.262
8 C -0.977



Entry b
The molecule C8H16O, computed with ωB97M-V/def2-TZVPD.

Geometry as ORCA input:
```
! wB97M-V def2-TZVPD RIJCOSX def2/J DEFGRID3
* xyz 0 1
C 0.96 -0.04 -0.20
C -1.65 0.40 -0.07
C 1.30 0.75 -1.47
C 0.65 -1.50 -0.58
C 2.18 -0.06 0.72
C -2.33 -0.73 0.72
C -0.24 0.63 0.45
C -0.12 1.47 1.48
O -1.67 0.14 -1.46
H -2.57 -0.08 -1.71
H -2.22 1.33 0.11
H 2.10 0.26 -2.02
H 0.42 0.82 -2.12
H 1.62 1.76 -1.21
H 0.43 -2.08 0.31
H -0.20 -1.55 -1.26
H 1.51 -1.94 -1.08
H 1.93 -0.54 1.66
H 2.55 0.94 0.92
H 2.98 -0.63 0.24
H -1.91 -1.69 0.44
H -2.18 -0.57 1.78
H -3.40 -0.74 0.51
H -0.98 1.97 1.89
H 0.82 1.69 1.95
*
```

## Properties
- HOMO energy: -9.26 eV
- HOMO-LUMO gap: 0.370 hartree
- LUMO level: 0.8 eV
- Molecular weight: 128.2 g/mol
- SMILES: C=C([C@H](C)O)C(C)(C)C

Mulliken atomic charge list, values in e, 8 entries:
1 C 2.478
2 C -0.016
3 C -1.573
4 C -1.839
5 C -2.119
6 C -1.336
7 C 0.193
8 C -1.410



Which one sits at the top of the stability order? entry b does.



Entry a
The molecule CH2N3P, computed with ωB97M-V/def2-TZVPD.

Geometry as ORCA input:
```
! wB97M-V def2-TZVPD RIJCOSX def2/J DEFGRID3
* xyz 0 1
C -0.21 0.20 -1.16
N 0.65 -0.35 -0.31
N -1.27 0.81 -1.15
N -0.97 0.42 1.82
P 0.26 -0.23 1.27
H 0.16 0.04 -2.20
H 1.39 -0.89 1.73
*
```

## Properties
- HOMO energy (alpha / beta): -9.76 / -9.79 eV
- HOMO-LUMO gap (alpha / beta): 0.236 / 0.239 hartree
- LUMO level (alpha / beta): -3.3 / -3.3 eV
- Molecular weight: 87.0 g/mol

Electronic structure analysis, Mulliken charges in units of e:
1 C 0.317
2 N -0.505
3 N -0.206
4 N -0.458
5 P 0.417
6 H 0.309
7 H 0.126



Entry b
The molecule CH2N3P, computed with ωB97M-V/def2-TZVPD.

Geometry as ORCA input:
```
! wB97M-V def2-TZVPD RIJCOSX def2/J DEFGRID3
* xyz 0 1
C -0.65 0.85 0.02
N -1.90 1.25 0.00
N -2.86 0.57 -0.01
N -2.24 -1.31 -0.01
P -0.79 -0.89 0.02
H 0.19 1.51 0.05
H 0.39 -1.59 -0.05
*
```

## Properties
- HOMO energy: -9.36 eV
- HOMO-LUMO gap: 0.340 hartree
- LUMO level: -0.1 eV
- Molecular weight: 87.0 g/mol

Electronic structure analysis, Mulliken charges in units of e:
1 C -0.305
2 N 0.164
3 N -0.286
4 N -0.455
5 P 0.342
6 H 0.402
7 H 0.139



Which one sits at the top of the stability order? entry b does.